No. 1
This record from the OMol25 dataset describes the molecule C5H9N in a non-equilibrium geometry. The level of theory is ωB97M-V/def2-TZVPD.

Results
Frontier orbital gap (eV): 12.34
Lowest unoccupied orbital energy (Ha): 0.03240
SMILES: CC(C)CC#N
Energy relative to the best compared isomer or geometry (same formula, charge and spin) (eV): 0.311
Net charge: 0

Geometry (Å):
N  2.505  -1.383  -0.700
C  -0.811  -0.990  -0.720
C  -0.461  0.068  0.349
C  -0.583  1.483  -0.231
C  0.944  -0.153  1.002
C  1.877  -0.811  0.086
H  0.878  -0.769  1.906
H  0.091  -1.429  -1.155
H  -0.099  2.231  0.408
H  -1.357  -0.534  -1.553
H  -1.415  -1.812  -0.327
H  1.377  0.804  1.317
H  -0.131  1.544  -1.227
H  -1.178  -0.016  1.174
H  -1.637  1.767  -0.329

No. 2
This record from the OMol25 dataset describes a structure of composition C28H37N3O8RuSSb. The level of theory is ωB97M-V/def2-TZVPD.

Results
Frontier orbital gap (spin up / spin down) (eV): 7.12 / 7.22
Lowest unoccupied orbital energy (spin up / spin down) (Ha): -0.01422 / -0.02020
2S+1: 2
Net charge: 0

Geometry (Å):
Sb  -1.477  -0.931  -1.584
Ru  -0.130  0.385  0.253
S  0.167  1.953  3.359
O  3.088  -1.272  -3.141
O  4.106  2.835  -0.882
O  5.175  0.851  -2.823
O  0.054  3.357  3.646
O  1.053  -0.696  -0.979
O  -0.173  -1.540  1.280
O  1.300  1.800  -0.160
O  -0.413  1.046  4.332
N  -1.415  2.076  0.005
N  -0.476  1.639  1.912
N  -0.495  -1.487  3.525
C  2.241  1.285  -0.887
C  -2.860  4.248  0.826
C  3.776  0.274  2.535
C  2.410  0.489  2.550
C  4.118  0.798  -2.265
C  -3.561  -0.497  -1.912
C  4.102  2.169  3.952
C  -0.140  -2.085  2.401
C  6.129  0.888  3.176
C  -1.359  -3.064  -1.655
C  -1.309  2.507  1.265
C  3.552  1.840  -1.269
C  -0.514  1.167  -3.530
C  -2.137  -3.674  -0.487
C  0.103  -3.513  -1.632
C  -2.980  3.779  -0.490
C  2.736  2.405  3.966
C  0.352  -3.503  2.490
C  4.643  1.113  3.230
C  1.889  1.568  3.253
C  -4.256  -0.146  -0.595
C  -2.235  2.689  -0.858
C  -4.295  -1.631  -2.629
C  -0.630  -0.356  -3.459
C  -2.030  3.621  1.722
C  -1.402  -0.919  -4.648
C  3.075  -0.332  -2.376
C  2.077  0.027  -1.389
H  -0.055  1.592  -2.634
H  4.176  -0.553  1.960
H  -0.632  -0.476  3.600
H  0.098  1.459  -4.387
H  -5.295  -1.299  -2.921
H  -0.903  -0.628  -5.576
H  -3.424  5.115  1.143
H  -3.198  -3.426  -0.508
H  0.143  -4.604  -1.699
H  1.440  -3.477  2.575
H  0.586  -3.203  -0.706
H  -4.343  -1.031  0.041
H  -0.051  -4.024  3.357
H  -2.421  -0.529  -4.690
H  6.367  -0.175  3.222
H  0.098  -4.038  1.579
H  -0.411  -1.985  4.393
H  0.370  -0.788  -3.437
H  -2.265  2.290  -1.863
H  2.322  3.243  4.510
H  -3.638  4.252  -1.203
H  -3.783  -1.964  -3.532
H  -1.823  -3.342  -2.603
H  6.533  1.275  2.238
H  -1.450  -2.009  -4.631
H  -3.543  0.385  -2.560
H  4.761  2.836  4.495
H  0.687  -3.099  -2.454
H  -1.927  3.956  2.741
H  -1.732  -3.326  0.462
H  1.770  -0.198  2.021
H  -2.053  -4.765  -0.512
H  -4.416  -2.496  -1.977
H  -3.718  0.612  -0.027
H  -1.498  1.629  -3.661
H  -5.267  0.229  -0.781
H  6.637  1.396  3.994

No. 3
This record from the OMol25 dataset describes a structure of composition C10H17Cl2HfNO5 in a non-equilibrium geometry. The level of theory is ωB97M-V/def2-TZVPD.

Results
Frontier orbital gap (spin up / spin down) (eV): 2.91 / 2.57
Lowest unoccupied orbital energy (spin up / spin down) (Ha): 0.14759 / 0.14789
Energy relative to the best compared isomer or geometry (same formula, charge and spin) (eV): 6.060
Net charge: -2

Geometry (Å):
Hf  0.842  0.668  2.203
Cl  1.444  -1.693  2.315
Cl  2.135  1.376  0.655
O  -1.282  -3.223  0.028
O  -0.928  1.247  1.374
O  -0.621  -0.167  4.238
O  0.945  1.333  4.258
O  0.133  0.494  6.205
N  0.086  0.503  4.995
C  0.731  -2.537  -2.479
C  -2.243  -1.406  -2.079
C  2.600  -0.116  -2.855
C  -0.975  0.794  -2.535
C  0.277  -1.151  -2.582
C  -1.071  -0.638  -2.500
C  0.910  2.510  -2.836
C  1.137  -0.056  -2.708
C  0.354  1.157  -2.695
C  -2.162  1.688  -2.369
H  -2.763  1.675  -3.284
H  1.625  2.586  -3.681
H  0.085  3.220  -3.044
H  -0.418  -3.015  0.696
H  1.447  2.864  -1.937
H  -1.819  2.698  -2.177
H  1.610  -2.632  -1.821
H  -3.180  -0.836  -2.212
H  -2.795  1.332  -1.542
H  -0.035  -3.170  -1.987
H  3.128  0.288  -1.975
H  1.007  -2.927  -3.477
H  2.921  -1.166  -2.994
H  2.916  0.474  -3.733
H  -1.927  -1.717  -0.985
H  -2.331  -2.300  -2.686
H  -1.781  1.842  1.438

No. 4
This record from the OMol25 dataset describes the molecule C4H5N3. The level of theory is ωB97M-V/def2-TZVPD.

Results
Frontier orbital gap (spin up / spin down) (eV): 8.06 / 8.08
Lowest unoccupied orbital energy (spin up / spin down) (Ha): -0.02327 / -0.03014
Energy relative to the best compared isomer or geometry (same formula, charge and spin) (eV): 4.950
Net charge: 0

Geometry (Å):
N  -0.676  1.038  -0.153
N  -1.647  -1.272  0.131
N  -0.029  -0.343  -1.458
C  0.468  1.509  0.386
C  0.942  -0.558  -0.331
C  1.469  0.573  0.380
C  -0.614  -0.409  -0.246
H  -2.110  -0.949  0.974
H  1.498  -1.485  -0.449
H  -2.328  -1.333  -0.620
H  0.548  2.566  0.621
H  2.479  0.661  0.765

No. 5
This record from the OMol25 dataset describes a structure of composition C40H38N3SiZr in a non-equilibrium geometry. The level of theory is ωB97M-V/def2-TZVPD.

Results
Frontier orbital gap (eV): 6.70
Lowest unoccupied orbital energy (Ha): -0.12037
Net charge: +1

Geometry (Å):
Zr  -0.895  0.222  -0.229
Si  -0.728  0.007  2.520
N  -2.362  -0.256  -2.263
N  3.365  1.017  1.651
N  1.272  0.387  0.522
C  3.449  1.119  3.108
C  -2.873  -0.967  -4.530
C  -2.911  1.201  0.025
C  -1.153  -1.930  -5.906
C  0.758  -0.419  4.911
C  1.525  -1.768  3.101
C  0.442  -0.822  -2.633
C  4.603  1.187  0.897
C  2.266  0.689  1.051
C  0.435  -1.859  -1.505
C  0.632  -0.806  3.573
C  1.304  2.841  -1.632
C  3.591  3.405  -2.106
C  3.784  2.123  -2.590
C  1.650  -2.334  -1.003
C  -4.551  0.080  -3.177
C  -5.643  1.695  0.639
C  -2.320  -0.468  3.433
C  -0.334  1.883  2.810
C  -0.600  -1.134  -3.676
C  -2.454  -1.557  -5.743
C  0.515  -3.738  0.598
C  -0.746  -2.370  -0.937
C  1.689  -3.275  0.010
C  -5.296  1.019  -0.517
C  2.748  1.195  -2.577
C  -3.605  0.174  -2.125
C  -3.313  1.904  1.170
C  -0.699  -3.282  0.127
C  -4.644  2.165  1.472
C  -4.197  -0.509  -4.346
C  2.611  -1.916  5.239
C  2.502  -2.324  3.918
C  -3.957  0.804  -0.839
C  2.336  3.761  -1.620
C  1.481  1.535  -2.105
C  -0.230  -1.697  -4.869
C  0.284  0.639  -2.110
C  1.735  -0.960  5.734
C  -1.960  -0.782  -3.472
H  3.845  2.102  3.362
H  0.315  3.150  -1.286
H  0.691  1.980  3.171
H  -0.468  1.157  -2.720
H  0.809  -1.955  -5.025
H  3.367  -2.346  5.883
H  -4.896  2.719  2.366
H  4.750  1.838  -2.989
H  -6.083  0.654  -1.161
H  -6.684  1.857  0.880
H  1.413  -0.921  -3.121
H  0.087  0.325  5.322
H  -5.541  0.486  -3.046
H  -3.223  -0.175  2.898
H  1.811  -0.640  6.764
H  5.299  0.385  1.149
H  3.176  -3.075  3.527
H  4.397  4.125  -2.121
H  2.465  0.991  3.548
H  -2.580  2.264  1.867
H  0.554  -4.454  1.406
H  2.160  4.762  -1.251
H  -2.352  -0.013  4.425
H  -3.179  -1.696  -6.533
H  -0.820  -2.381  -6.829
H  -4.909  -0.610  -5.154
H  5.049  2.148  1.155
H  2.939  0.206  -2.973
H  4.386  1.174  -0.167
H  -0.992  2.318  3.564
H  -2.346  -1.551  3.571
H  2.574  -1.976  -1.440
H  2.644  -3.646  0.355
H  1.458  -2.087  2.067
H  -0.403  2.520  1.921
H  4.108  0.343  3.496
H  -1.703  -2.196  -1.414
H  -1.624  -3.663  0.538

No. 6
This record from the OMol25 dataset describes the molecule C5H11N3. The level of theory is ωB97M-V/def2-TZVPD.

Results
Frontier orbital gap (eV): 8.50
Lowest unoccupied orbital energy (Ha): 0.03662
SMILES: [H]/N=C(N)/C(C)=C(/C)N
Energy relative to the best compared isomer or geometry (same formula, charge and spin) (eV): 0.000
Net charge: 0

Geometry (Å):
N  1.460  1.779  -0.114
N  2.557  -0.270  0.048
N  -1.110  1.793  -0.102
C  0.149  -0.219  -0.097
C  -2.358  -0.278  0.060
C  -1.042  0.443  -0.034
C  0.199  -1.724  -0.177
C  1.412  0.496  -0.048
H  3.408  0.225  0.266
H  -0.188  2.243  -0.081
H  -2.583  -0.790  -0.874
H  -2.343  -1.016  0.860
H  0.415  -2.176  0.796
H  -0.749  -2.124  -0.522
H  0.965  -2.042  -0.882
H  -1.926  2.264  0.246
H  2.399  2.162  -0.034
H  -3.160  0.430  0.257
H  2.493  -1.196  0.434

No. 7
This record from the OMol25 dataset describes a structure of composition C10H12BBa2Br6O8 in a non-equilibrium geometry. The level of theory is ωB97M-V/def2-TZVPD.

Results
Frontier orbital gap (eV): 4.64
Lowest unoccupied orbital energy (Ha): -0.36922
Energy relative to the best compared isomer or geometry (same formula, charge and spin) (eV): 4.157
Net charge: +3

Geometry (Å):
Ba  3.589  0.742  -5.749
Ba  4.816  3.093  3.594
Br  -1.184  -4.396  -2.827
Br  -2.502  -1.734  0.674
Br  -1.141  -1.031  6.169
Br  1.202  -1.472  3.764
Br  -2.074  1.183  -1.681
Br  -1.621  5.750  -2.183
O  1.986  0.298  -1.911
O  3.042  0.483  0.272
O  2.584  -3.065  -2.189
O  0.205  1.988  1.750
O  0.713  0.414  0.203
O  2.292  -0.729  -3.874
O  2.119  -1.516  -0.544
O  3.107  2.110  1.982
C  -1.839  3.060  -1.182
C  0.969  1.350  1.027
C  2.204  -0.747  -2.685
C  -1.310  -2.469  -0.753
C  2.473  1.432  1.113
C  -1.533  3.774  -2.488
C  -1.354  -0.250  4.310
C  -1.857  -3.863  -1.021
C  2.376  -1.923  -1.753
C  -0.688  -1.104  3.228
B  1.926  -0.118  -0.481
H  -1.577  -4.536  -0.211
H  -0.308  -2.509  -0.327
H  -0.802  -0.718  2.215
H  -0.682  3.407  -3.062
H  -0.851  0.716  4.306
H  -2.253  3.704  -3.303
H  -1.230  -2.050  3.234
H  -1.143  3.191  -0.354
H  -2.831  3.275  -0.785
H  -2.944  -3.795  -0.989
H  -2.421  -0.120  4.128
H  -1.459  -1.825  -1.620

No. 8
This record from the OMol25 dataset describes a structure of composition C4H5NO2. The level of theory is ωB97M-V/def2-TZVPD.

Results
Frontier orbital gap (eV): 9.18
Lowest unoccupied orbital energy (Ha): -0.00859
Energy relative to the best compared isomer or geometry (same formula, charge and spin) (eV): 4.086
Net charge: 0

Geometry (Å):
O  0.943  0.693  -1.220
O  1.659  -1.456  1.462
N  -0.143  -0.034  1.266
C  -0.335  0.027  -1.027
C  0.634  -1.054  -0.718
C  0.819  -0.891  0.795
C  -0.976  0.562  0.247
H  -2.015  0.211  0.308
H  -0.976  1.657  0.288
H  1.490  0.012  -1.709
H  -0.954  0.020  -1.924
H  -0.145  0.253  2.233

No. 9
This record from the OMol25 dataset describes a structure of composition C30H37CdN8O5. The level of theory is ωB97M-V/def2-TZVPD.

Results
Frontier orbital gap (eV): 7.29
Lowest unoccupied orbital energy (Ha): -0.10082
Energy relative to the best compared isomer or geometry (same formula, charge and spin) (eV): 0.087
Net charge: +1

Geometry (Å):
Cd  0.543  0.904  -0.188
O  2.018  2.934  0.029
O  -0.502  -5.113  2.292
O  -4.137  3.928  -0.676
O  -0.913  1.952  1.197
O  2.968  -4.128  3.360
N  1.177  -2.281  -1.219
N  -0.962  -3.132  -1.539
N  1.444  0.967  -2.457
N  -1.820  2.779  -0.783
N  -0.633  -1.065  -0.445
N  -0.741  2.239  -1.390
N  0.774  -3.516  3.330
N  2.054  -0.019  1.325
C  4.146  -0.211  2.446
C  -3.093  2.883  1.243
C  -4.166  3.535  0.606
C  0.702  1.796  -3.215
C  1.830  -3.553  -1.518
C  -2.086  -1.008  -0.246
C  2.108  -3.292  3.175
C  2.471  0.336  -3.022
C  3.270  0.460  1.609
C  -3.214  2.544  2.598
C  2.165  5.285  -0.192
C  -2.808  -1.540  -1.468
C  -4.357  2.825  3.312
C  -5.417  3.467  2.665
C  -0.419  -4.445  -1.887
C  -5.324  3.817  1.335
C  2.818  0.485  -4.354
C  2.491  -1.916  2.707
C  -2.416  -2.989  -1.629
C  3.761  -1.428  2.982
C  -1.851  2.500  0.542
C  0.987  2.001  -4.557
C  0.226  -4.832  3.484
C  1.668  -1.172  1.889
C  -0.459  2.486  -2.602
C  1.227  4.159  1.914
C  0.964  -4.322  -2.488
C  1.824  4.026  0.544
C  -0.178  -2.142  -1.043
C  2.056  1.338  -5.134
H  -1.107  -4.903  -2.594
H  -6.323  3.697  3.213
H  1.383  -5.310  -2.674
H  5.123  0.206  2.649
H  1.720  -1.616  -0.700
H  -2.376  2.046  3.066
H  -3.254  3.671  -1.034
H  1.057  -5.514  3.628
H  -0.432  -4.862  4.351
H  0.675  -1.511  1.613
H  -2.381  0.017  -0.032
H  2.292  1.484  -6.180
H  2.811  -3.343  -1.943
H  0.369  2.677  -5.136
H  1.584  5.058  2.418
H  -2.729  -3.382  -2.597
H  0.122  -2.768  3.171
H  -1.055  3.172  -3.196
H  4.429  -2.019  3.597
H  1.980  -4.144  -0.609
H  -2.491  -0.967  -2.344
H  -0.956  -5.956  2.401
H  2.967  5.804  0.340
H  -4.433  2.555  4.357
H  1.302  5.956  -0.195
H  1.421  3.270  2.511
H  -6.137  4.319  0.823
H  0.141  4.239  1.802
H  -0.387  -5.082  -0.998
H  3.049  -0.317  -2.377
H  -2.894  -3.598  -0.856
H  3.664  -0.052  -4.761
H  -3.889  -1.448  -1.371
H  0.908  -3.785  -3.438
H  -2.363  -1.607  0.628
H  3.533  1.400  1.141
H  2.479  5.068  -1.209

No. 10
This record from the OMol25 dataset describes the molecule C23H23N3O4S in a non-equilibrium geometry. The level of theory is ωB97M-V/def2-TZVPD.

Results
Frontier orbital gap (eV): 8.68
Lowest unoccupied orbital energy (Ha): 0.02613
SMILES: COc1ccc(N(CC(=O)N/N=C(\C)c2ccccc2)S(=O)(=O)c2ccccc2)cc1
Energy relative to the best compared isomer or geometry (same formula, charge and spin) (eV): 2.528
Net charge: 0

Geometry (Å):
S  1.950  0.319  0.756
O  -3.298  -3.252  -0.529
O  2.365  1.691  0.842
O  1.130  -0.178  1.820
O  3.083  2.687  -1.879
N  -0.174  2.442  -0.701
N  1.142  0.092  -0.685
N  1.013  3.015  -1.051
C  3.427  -0.673  0.582
C  -0.159  3.529  1.515
C  -4.285  0.467  1.149
C  5.693  -2.191  0.238
C  -2.245  -2.394  -0.648
C  -4.234  1.368  0.099
C  4.440  -0.198  -0.231
C  -0.715  2.656  0.429
C  -2.024  1.018  1.737
C  -1.158  -0.371  -1.359
C  4.679  -2.646  1.067
C  -3.077  2.087  -0.141
C  5.578  -0.968  -0.405
C  -1.056  -2.790  -0.036
C  1.994  2.245  -1.587
C  -2.276  -1.184  -1.330
C  -1.969  1.924  0.682
C  1.598  0.794  -1.864
C  -3.176  0.286  1.960
C  3.536  -1.882  1.241
C  0.062  -1.986  -0.084
C  -4.535  -2.868  -1.078
C  0.017  -0.752  -0.724
H  4.779  -3.590  1.579
H  -3.208  -0.429  2.768
H  2.476  0.288  -2.291
H  -1.216  0.585  -1.852
H  1.333  3.856  -0.574
H  -4.480  -2.774  -2.167
H  -0.777  3.472  2.405
H  -5.097  1.509  -0.536
H  0.975  -2.306  0.390
H  2.738  -2.196  1.895
H  -5.188  -0.097  1.337
H  6.376  -0.611  -1.037
H  -0.115  4.568  1.183
H  -1.033  -3.740  0.475
H  -1.147  0.856  2.346
H  -4.886  -1.925  -0.649
H  0.854  3.199  1.751
H  6.582  -2.788  0.102
H  4.338  0.770  -0.696
H  -3.027  2.784  -0.964
H  -3.171  -0.846  -1.827
H  0.797  0.795  -2.606
H  -5.231  -3.666  -0.821

No. 11
This record from the OMol25 dataset describes the molecule C4H7NO in a non-equilibrium geometry. The level of theory is ωB97M-V/def2-TZVPD.

Results
Frontier orbital gap (eV): 11.10
Lowest unoccupied orbital energy (Ha): 0.00115
SMILES: CC[C@@H](O)C#N
Energy relative to the best compared isomer or geometry (same formula, charge and spin) (eV): 2.833
Net charge: 0

Geometry (Å):
O  1.870  -0.506  0.384
N  1.863  -0.073  -2.347
C  0.757  0.175  0.001
C  -0.410  -0.088  0.954
C  0.870  -0.146  -1.732
C  -1.708  0.003  0.174
H  -2.575  -0.206  0.801
H  -1.815  1.006  -0.254
H  -1.668  -0.713  -0.651
H  2.450  -0.392  -0.388
H  0.878  1.231  -0.215
H  -0.285  -1.057  1.454
H  -0.407  0.667  1.764